No. 1
{"formula": "C3H9N3O", "method": "ωB97M-V with the def2-TZVPD basis set", "homo_energy_ev": -9.19, "e_tot_ha": -359.20326, "de_lowest_ev": 1.1206, "charge": 0, "smiles": "NCNCC(N)=O", "gap_ev": 9.9, "symbols": ["N", "C", "N", "C", "C", "N", "O", "H", "H", "H", "H", "H", "H", "H", "H", "H"], "coordinates": [[-2.5441, -0.6184, 0.7524], [-1.5516, -0.9931, -0.2654], [-0.1516, -0.9218, 0.1385], [0.3313, 0.4771, -0.0074], [1.7599, 0.9111, 0.1750], [2.6413, 0.4527, -0.7569], [2.1046, 1.8269, 0.9110], [-2.5170, 0.3701, 1.0226], [-2.3325, -1.1149, 1.6170], [-1.6407, -2.0371, -0.6131], [-1.7782, -0.3169, -1.0876], [-0.0272, -1.2202, 1.1089], [0.1800, 0.6734, -1.0752], [-0.2952, 1.1823, 0.5404], [3.4766, 1.0330, -0.7533], [2.3446, 0.2958, -1.7070]], "forces_ev_per_a": [[0.258, -0.373, 0.501], [-0.232, -0.260, 0.641], [1.348, 1.289, 0.040], [-1.085, -0.454, -0.353], [0.298, 1.362, -0.148], [1.182, 0.025, -0.501], [-0.569, -0.981, 0.363], [0.151, -0.384, -0.542], [-0.263, -0.082, -0.168], [-0.821, 0.450, 0.322], [0.525, -0.175, -0.337], [-0.217, -0.016, -0.401], [-0.187, 0.228, 0.063], [0.101, 0.147, 0.187], [-0.081, -0.293, 0.146], [-0.408, -0.482, 0.187]]}

***

No. 2
{"formula": "C3H9N3O", "method": "ωB97M-V with the def2-TZVPD basis set", "homo_energy_ev": -9.08, "e_tot_ha": -359.16990, "de_lowest_ev": 2.0285, "charge": 0, "smiles": "NCNCC(N)=O", "gap_ev": 10.1, "symbols": ["N", "C", "N", "C", "C", "N", "O", "H", "H", "H", "H", "H", "H", "H", "H", "H"], "coordinates": [[0.2502, -2.1162, 1.0980], [-0.7230, -1.6873, 0.0421], [-0.7081, -0.1823, -0.0881], [0.5376, 0.2241, -0.6989], [0.6034, 1.7263, -0.0486], [-0.1100, 2.7792, -0.5786], [1.1909, 1.8924, 0.9695], [-0.1952, -2.4409, 1.9867], [1.0461, -2.6176, 0.9431], [-1.7924, -2.0776, 0.3946], [-0.5383, -2.2057, -0.9532], [-0.7055, 0.0827, 0.9345], [0.4392, 0.1997, -1.7941], [1.5184, -0.1776, -0.5673], [-0.0235, 3.8153, -0.2952], [-0.7897, 2.7855, -1.3445]], "forces_ev_per_a": [[-3.875, 1.387, 1.468], [-1.013, -1.266, 0.852], [-0.136, -2.986, 1.615], [-0.970, 4.116, -0.519], [-0.632, -0.323, -2.187], [-1.040, 2.671, -1.201], [1.384, -0.146, 1.657], [0.538, 0.498, -1.460], [2.209, -1.482, -1.151], [2.152, 1.176, -0.811], [-0.009, 0.902, 1.141], [0.173, -0.042, -1.508], [-0.404, 0.383, 0.152], [0.442, -0.940, 1.323], [0.438, -2.841, 0.272], [0.741, -1.107, 0.357]]}

***

No. 3
{"formula": "C3H9N3O", "method": "ωB97M-V with the def2-TZVPD basis set", "homo_energy_ev": -8.75, "e_tot_ha": -359.11608, "de_lowest_ev": 3.4928, "charge": 0, "smiles": "[H]/N=C(\\O)NN(C)C", "gap_ev": 9.6, "symbols": ["H", "N", "C", "O", "N", "N", "C", "C", "H", "H", "H", "H", "H", "H", "H", "H"], "coordinates": [[-0.5715, -0.7719, -3.0219], [-0.6191, -0.4048, -2.0776], [0.3356, -0.7038, -1.3267], [1.4042, -1.7146, -1.8553], [0.7369, -0.7259, -0.0677], [0.2339, 0.5646, 0.7411], [-0.0158, 0.0929, 2.1031], [-0.9242, 1.3183, 0.2710], [1.5907, -1.4886, -2.7774], [1.7380, -0.7699, 0.0891], [-0.8806, -0.5833, 2.1454], [-0.1883, 0.9405, 2.7780], [0.8618, -0.4178, 2.5098], [-1.1501, 2.1331, 0.9717], [-0.7202, 1.8258, -0.6751], [-1.8313, 0.7053, 0.1923]], "forces_ev_per_a": [[0.234, -0.091, 0.353], [-0.327, 1.194, 1.151], [2.736, -4.611, -4.072], [-1.079, 1.467, -0.020], [-2.717, 4.443, 3.368], [1.384, -1.269, 0.578], [0.141, -0.203, 0.063], [-0.227, -0.164, -0.763], [-0.170, -0.015, 0.176], [-0.293, 0.081, -0.404], [0.056, 0.009, 0.105], [-0.080, -0.014, -0.383], [-0.092, -0.084, -0.240], [0.451, -0.407, 0.226], [-0.067, -0.409, 0.034], [0.051, 0.071, -0.172]]}

***

No. 4
{"formula": "C3H9N3O", "method": "ωB97M-V with the def2-TZVPD basis set", "homo_energy_ev": -8.86, "e_tot_ha": -359.16088, "de_lowest_ev": 2.2739, "charge": 0, "smiles": "CNCC(=O)NN", "gap_ev": 9.7, "symbols": ["C", "N", "C", "C", "O", "N", "N", "H", "H", "H", "H", "H", "H", "H", "H", "H"], "coordinates": [[2.3098, -1.1885, 0.1350], [1.5021, -0.1971, -0.5424], [-0.0028, -0.2305, -0.1655], [-0.3882, 1.1424, 0.2114], [0.2522, 2.1353, 0.4007], [-1.8608, 1.0883, 0.4870], [-2.8438, 0.4622, -0.2856], [1.9411, -2.1816, -0.1359], [2.2802, -1.1038, 1.2345], [3.3469, -1.1010, -0.1894], [1.8872, 0.7318, -0.3776], [-0.5275, -0.5927, -1.0534], [-0.1661, -0.9162, 0.6807], [-2.2053, 1.9169, 0.9606], [-2.6510, 0.5680, -1.2826], [-2.8742, -0.5333, -0.0775]], "forces_ev_per_a": [[-0.304, -0.177, 0.202], [-1.529, 0.000, 0.110], [4.262, -0.360, -1.080], [-4.607, -0.312, 0.579], [0.243, -0.333, 0.094], [2.223, 1.430, 0.511], [0.331, -0.536, -0.434], [0.189, -0.027, 0.050], [0.051, -0.062, -0.081], [-0.040, -0.042, -0.013], [-0.464, -0.195, 0.107], [-0.208, 0.112, 0.300], [-0.080, 0.287, -0.209], [0.093, -0.022, -0.399], [-0.139, 0.045, 0.267], [-0.024, 0.194, -0.003]]}